61
Properties=species:S:1:pos:R:3 method="wB97M-V/def2-TZVPD" charge=0 smiles="CCOc1ccc(CNC(=O)[C@@H](C)n2ccc3cc(S(=O)(=O)N4CCCC4)ccc32)cc1" largest_force_ev_per_a=1.22 total_energy_ev=-48854.68256 lumo_energy_ev=0.5
C -2.15 -4.81 1.66
C -2.30 -3.86 0.48
O -1.21 -3.96 -0.43
C -0.01 -3.42 -0.12
C 0.27 -2.62 0.99
C 1.54 -2.11 1.18
C 2.57 -2.38 0.28
C 3.93 -1.76 0.46
N 3.96 -0.44 -0.16
C 3.88 0.69 0.56
O 3.96 0.72 1.77
C 3.68 2.01 -0.22
C 3.69 1.93 -1.74
N 2.46 2.60 0.28
C 2.38 3.79 0.95
C 1.12 4.00 1.41
C 0.36 2.86 1.04
C -0.96 2.46 1.27
C -1.36 1.25 0.77
S -3.02 0.66 1.11
O -3.53 1.37 2.25
O -2.97 -0.78 1.16
N -4.01 1.05 -0.18
C -4.16 2.47 -0.43
C -3.14 2.82 -1.52
C -2.84 1.48 -2.22
C -3.68 0.44 -1.45
C -0.51 0.42 0.04
C 0.80 0.78 -0.19
C 1.24 2.00 0.32
C 2.29 -3.17 -0.83
C 1.02 -3.68 -1.03
H -3.03 -4.73 2.29
H -2.05 -5.83 1.31
H -1.27 -4.56 2.25
H -2.44 -2.83 0.81
H -3.16 -4.15 -0.13
H -0.50 -2.37 1.70
H 1.74 -1.49 2.04
H 4.70 -2.38 0.01
H 4.15 -1.61 1.52
H 3.81 -0.42 -1.16
H 4.50 2.66 0.10
H 2.85 1.34 -2.12
H 3.59 2.93 -2.15
H 4.62 1.51 -2.10
H 3.25 4.41 1.05
H 0.77 4.85 1.97
H -1.65 3.06 1.85
H -5.18 2.64 -0.78
H -4.01 3.01 0.51
H -2.23 3.23 -1.08
H -3.54 3.56 -2.21
H -1.78 1.24 -2.16
H -3.12 1.50 -3.27
H -4.61 0.23 -1.98
H -3.16 -0.50 -1.26
H -0.88 -0.53 -0.30
H 1.45 0.11 -0.73
H 3.07 -3.39 -1.54
H 0.80 -4.30 -1.89

61
Properties=species:S:1:pos:R:3 method="wB97M-V/def2-TZVPD" charge=0 smiles="C=CCN(C(=O)CNC(=O)c1ccco1)[C@H](C(=O)NC1CCCC1)c1ccc(OC)cc1" largest_force_ev_per_a=1.28 total_energy_ev=-40066.57166 lumo_energy_ev=0.5
C -2.59 4.21 -1.30
C -1.98 3.51 -0.37
C -2.00 2.02 -0.27
N -0.67 1.45 -0.38
C 0.14 1.17 0.66
O 1.14 0.48 0.56
C -0.19 1.76 2.04
N -0.13 0.70 3.02
C -0.80 -0.45 2.77
O -1.58 -0.55 1.84
C -0.55 -1.52 3.74
C -1.14 -2.76 3.86
C -0.51 -3.38 4.96
C 0.41 -2.49 5.42
O 0.39 -1.37 4.69
C -0.25 1.10 -1.74
C -0.67 -0.32 -2.17
O -0.65 -0.63 -3.34
N -1.06 -1.14 -1.19
C -1.42 -2.52 -1.43
C -0.58 -3.47 -0.55
C -1.58 -4.27 0.29
C -2.79 -3.35 0.37
C -2.88 -2.79 -1.04
C 1.23 1.35 -1.95
C 2.13 0.34 -2.24
C 3.46 0.63 -2.43
C 3.93 1.94 -2.33
O 5.27 2.12 -2.53
C 5.79 3.42 -2.44
C 3.03 2.95 -2.03
C 1.69 2.65 -1.85
H -2.54 5.28 -1.35
H -3.19 3.73 -2.06
H -1.37 4.02 0.38
H -2.46 1.68 0.66
H -2.60 1.61 -1.09
H -1.18 2.23 2.09
H 0.57 2.51 2.27
H 0.64 0.67 3.67
H -1.93 -3.15 3.25
H -0.72 -4.36 5.35
H 1.11 -2.55 6.23
H -0.79 1.78 -2.41
H -1.09 -0.84 -0.22
H -1.25 -2.69 -2.50
H 0.07 -2.87 0.09
H 0.06 -4.12 -1.15
H -1.85 -5.19 -0.23
H -1.17 -4.53 1.27
H -3.70 -3.88 0.68
H -2.60 -2.53 1.07
H -3.48 -1.89 -1.11
H -3.31 -3.54 -1.72
H 1.80 -0.68 -2.32
H 4.18 -0.15 -2.66
H 6.86 3.32 -2.64
H 5.65 3.84 -1.44
H 5.35 4.09 -3.19
H 3.35 3.98 -1.94
H 1.00 3.45 -1.62

62
Properties=species:S:1:pos:R:3 method="wB97M-V/def2-TZVPD" charge=0 smiles="Cc1ccc(N2C[C@H](C(=O)Nc3ccc(S(=O)(=O)NC[C@@H]4CCCO4)cc3)CC2=O)cc1C" largest_force_ev_per_a=0.89 total_energy_ev=-50902.78700 lumo_energy_ev=0.3
C -8.59 -3.05 -0.83
C -7.55 -2.01 -0.54
C -6.21 -2.36 -0.50
C -5.23 -1.42 -0.24
C -5.58 -0.09 -0.01
N -4.59 0.87 0.24
C -3.20 0.62 -0.11
C -2.54 2.01 -0.06
C -1.08 1.89 0.36
O -0.74 1.87 1.52
N -0.24 1.77 -0.70
C 1.15 1.61 -0.71
C 1.92 1.65 0.46
C 3.29 1.49 0.38
C 3.89 1.29 -0.85
S 5.65 1.02 -0.95
O 6.27 1.60 0.21
O 6.11 1.41 -2.25
N 5.70 -0.65 -0.88
C 5.96 -1.24 0.42
C 7.26 -2.07 0.41
C 7.86 -2.19 1.82
C 8.69 -0.91 1.93
C 8.90 -0.47 0.47
O 8.26 -1.44 -0.35
C 3.14 1.25 -2.01
C 1.77 1.41 -1.94
C -3.40 2.73 0.98
C -4.76 2.06 0.90
O -5.79 2.50 1.34
C -6.92 0.26 -0.04
C -7.91 -0.68 -0.30
C -9.35 -0.27 -0.33
H -9.29 -3.13 0.01
H -9.17 -2.78 -1.71
H -8.13 -4.02 -0.99
H -5.92 -3.38 -0.68
H -4.19 -1.74 -0.20
H -2.73 -0.04 0.63
H -3.14 0.16 -1.10
H -2.63 2.51 -1.03
H -0.66 1.78 -1.62
H 1.43 1.80 1.41
H 3.90 1.53 1.26
H 6.34 -0.99 -1.58
H 6.05 -0.41 1.14
H 5.11 -1.87 0.71
H 7.07 -3.03 -0.07
H 8.51 -3.07 1.86
H 7.09 -2.28 2.58
H 8.14 -0.14 2.47
H 9.63 -1.08 2.44
H 9.96 -0.46 0.18
H 8.47 0.52 0.29
H 3.65 1.10 -2.95
H 1.18 1.39 -2.84
H -2.99 2.57 1.98
H -3.49 3.81 0.82
H -7.21 1.28 0.14
H -9.92 -0.82 0.41
H -9.79 -0.46 -1.30
H -9.44 0.79 -0.11

62
Properties=species:S:1:pos:R:3 method="wB97M-V/def2-TZVPD" charge=+2 largest_force_ev_per_a=2.00 total_energy_ev=-39786.73166 lumo_energy_ev=-8.3
Au -0.42 0.02 -0.79
C 2.21 1.54 0.12
N 1.02 2.06 -0.52
C 0.19 2.89 0.35
C -1.28 2.87 0.04
C -2.09 3.90 0.50
C -3.46 3.83 0.31
C -3.99 2.75 -0.38
C -3.12 1.78 -0.83
N -1.81 1.83 -0.60
C 1.26 2.65 -1.83
C 0.67 1.94 -3.03
C 0.90 2.48 -4.29
C 0.37 1.85 -5.40
C -0.39 0.70 -5.24
C -0.57 0.23 -3.95
N -0.06 0.84 -2.90
C 2.68 0.20 -0.40
C 3.99 -0.20 -0.18
C 4.39 -1.46 -0.58
C 3.48 -2.29 -1.22
C 2.19 -1.81 -1.40
N 1.81 -0.61 -0.99
H 2.01 1.40 1.18
H 3.05 2.25 0.04
H 0.54 3.93 0.35
H 0.29 2.51 1.37
H -1.65 4.73 1.03
H -4.10 4.61 0.69
H -5.05 2.67 -0.57
H -3.47 0.92 -1.38
H 2.34 2.71 -2.01
H 0.88 3.67 -1.85
H 1.49 3.37 -4.39
H 0.54 2.26 -6.39
H -0.82 0.18 -6.07
H -1.15 -0.67 -3.75
H 4.68 0.48 0.30
H 5.41 -1.79 -0.40
H 3.76 -3.27 -1.56
H 1.44 -2.41 -1.89
C -0.39 -4.41 2.35
C -0.30 -2.90 2.22
C 1.07 -2.41 2.68
O -0.40 -2.53 0.82
B -0.99 -1.31 0.79
O -1.56 -0.94 1.95
C -1.48 -2.08 2.86
C -2.82 -2.81 2.79
C -1.24 -1.58 4.28
H 0.47 -4.87 1.86
H -1.29 -4.80 1.89
H -0.37 -4.68 3.40
H 1.83 -2.81 2.02
H 1.28 -2.74 3.69
H 1.12 -1.32 2.64
H -2.99 -3.21 1.80
H -3.61 -2.11 3.03
H -2.85 -3.62 3.52
H -0.37 -0.94 4.37
H -1.13 -2.44 4.94
H -2.11 -1.01 4.62

Calculated energy relative to the best compared isomer or geometry (same formula, charge and spin) (eV), listed in the same order as above: 2.2292; 2.1124; 0.9810; 1.4772